(1)
{
  "formula": "C35H26F6LuN7O5Sb",
  "method": "ωB97M-V/def2-TZVPD",
  "total_charge": -2,
  "multiplicity": 2,
  "lumo_ev": [4.4511, 3.2053],
  "gap_ha": [0.2721, 0.2269],
  "e_above_lowest_ev": 1.156,
  "homo_energy_ev": [-2.952, -2.969],
  "s2": 0.762,
  "species": ["Lu", "O", "C", "N", "C", "C", "C", "C", "C", "C", "N", "C", "O", "C", "C", "C", "C", "C", "N", "C", "C", "C", "C", "C", "N", "H", "H", "H", "H", "H", "H", "H", "H", "H", "H", "H", "H", "O", "C", "C", "C", "C", "C", "C", "C", "N", "C", "C", "N", "C", "C", "C", "C", "C", "C", "C", "O", "H", "H", "H", "H", "H", "H", "H", "H", "H", "H", "H", "H", "H", "H", "F", "Sb", "F", "F", "F", "F", "F", "O", "C", "N"],
  "xyz": [[-0.27426, -0.00897, 0.44219], [-4.22711, 1.55291, -1.61952], [-3.21640, 1.25805, -0.96960], [-1.93002, 1.27656, -1.37542], [-1.73815, 1.71337, -2.65774], [-2.51253, 2.70300, -3.31807], [-2.32411, 2.99896, -4.64579], [-1.36740, 2.33196, -5.42175], [-0.55654, 1.40798, -4.81147], [-0.70782, 1.14471, -3.44289], [0.20533, 0.30328, -2.83616], [2.12300, -0.48146, -2.40446], [3.08811, 0.11742, -2.97212], [2.50543, -1.42940, -1.28552], [3.38188, -2.46144, -1.59735], [3.85082, -3.26791, -0.57894], [3.48227, -2.97503, 0.72455], [2.61527, -1.92060, 0.94328], [2.08771, -1.19035, -0.04316], [-3.48057, 0.75467, 0.42856], [-4.55741, 1.29078, 1.11625], [-4.86402, 0.78469, 2.36679], [-4.13270, -0.28337, 2.85307], [-3.07350, -0.76013, 2.09745], [-2.71558, -0.21713, 0.93192], [-3.27919, 3.20829, -2.75535], [-2.94369, 3.76134, -5.10418], [-1.24107, 2.56479, -6.47101], [0.23898, 0.91481, -5.35328], [3.68194, -2.59919, -2.62699], [4.51061, -4.10031, -0.79334], [3.82720, -3.55207, 1.57057], [2.34723, -1.64475, 1.95073], [-5.12901, 2.07977, 0.65131], [-5.67510, 1.20940, 2.94704], [-4.33643, -0.73668, 3.81279], [-2.49641, -1.60560, 2.43475], [-0.77743, -1.47925, -1.12943], [-0.51672, -2.43752, -1.96383], [-0.99112, -3.74923, -1.76350], [-0.75091, -4.75008, -2.68673], [-0.03560, -4.49944, -3.85396], [0.45065, -3.21623, -4.05906], [0.23430, -2.20075, -3.13771], [0.92587, -0.88755, -3.32406], [0.95441, 0.61258, -1.76577], [1.37699, 2.00721, -1.63166], [2.39786, 2.00967, -0.51412], [1.76752, 1.59290, 0.72832], [2.06533, 2.28285, 1.74939], [1.61206, 2.11928, 3.12040], [2.01569, 3.14909, 3.98205], [1.71756, 3.14550, 5.32528], [1.00216, 2.06114, 5.82191], [0.59139, 1.03328, 5.00046], [0.86774, 1.03049, 3.62069], [0.46525, 0.03762, 2.83072], [-1.53908, -3.93862, -0.84891], [-1.12834, -5.74917, -2.49488], [0.14248, -5.28467, -4.57741], [1.02629, -2.99285, -4.95386], [1.25210, -0.74022, -4.35535], [0.51998, 2.63824, -1.38444], [1.83734, 2.33083, -2.56986], [2.84089, 3.00890, -0.42104], [3.19076, 1.30686, -0.77830], [2.75206, 3.13104, 1.62598], [2.57738, 3.97273, 3.55491], [2.03097, 3.95731, 5.96886], [0.75642, 2.00737, 6.87660], [0.03357, 0.21869, 5.43258], [-0.29793, -1.82597, 1.68455], [0.15154, -1.98298, 3.67091], [1.15484, -3.47233, 2.98828], [-1.31585, -3.23113, 3.48691], [0.24968, -2.55969, 5.49578], [-1.31429, -0.90442, 4.33553], [1.97169, -1.43222, 4.10508], [-1.33264, 4.31713, 1.85171], [-1.14664, 3.17208, 1.54143], [-0.95297, 2.04910, 1.22842]],
  "forces_ev_per_angstrom": [[0.1, 0.3, -0.4], [-0.1, 0.1, 0.1], [0.2, 0.0, 0.0], [-0.2, -0.2, 0.2], [0.0, 0.0, -0.3], [0.1, -0.1, 0.1], [0.0, 0.0, -0.2], [-0.1, 0.1, 0.0], [0.0, 0.0, 0.2], [0.0, 0.1, -0.1], [0.1, -0.3, -0.3], [0.6, -0.1, 0.0], [-0.1, -0.1, 0.1], [0.0, 0.0, 0.1], [0.0, 0.0, 0.0], [0.0, 0.0, 0.1], [0.0, 0.0, 0.0], [0.0, 0.0, 0.0], [-0.1, -0.1, 0.0], [0.1, 0.1, 0.0], [-0.1, -0.2, 0.0], [0.0, 0.0, 0.0], [0.0, -0.1, 0.0], [-0.1, -0.1, -0.1], [0.1, 0.1, 0.1], [0.0, 0.0, 0.0], [0.0, 0.0, 0.0], [0.0, 0.0, 0.0], [0.0, 0.0, 0.0], [0.0, 0.0, 0.0], [0.0, 0.0, 0.0], [0.0, 0.0, 0.0], [0.0, 0.0, 0.0], [0.0, 0.0, 0.0], [0.0, 0.0, 0.0], [0.0, 0.0, 0.0], [0.0, 0.0, 0.1], [0.3, -0.2, 0.3], [-0.2, 0.3, 0.3], [-0.1, -0.2, 0.0], [-0.1, 0.0, 0.2], [0.0, 0.1, 0.0], [0.0, -0.1, -0.1], [0.3, 0.1, -0.2], [-0.5, 0.2, -0.1], [0.0, 0.4, 0.2], [-0.1, -0.1, 0.0], [0.0, 0.0, 0.0], [-0.1, 0.1, -0.1], [0.0, -0.1, 0.0], [0.1, 0.1, 0.0], [0.0, 0.0, 0.0], [0.0, 0.0, -0.1], [0.0, -0.1, 0.0], [0.1, 0.1, 0.1], [-0.1, -0.1, 0.0], [0.2, 0.2, -0.1], [0.0, 0.0, 0.0], [0.0, 0.0, 0.0], [0.0, 0.0, 0.0], [0.0, 0.0, 0.0], [0.0, 0.0, 0.0], [0.0, 0.0, 0.0], [0.0, 0.0, 0.0], [0.0, 0.0, 0.0], [0.0, 0.0, 0.0], [0.0, 0.0, 0.0], [0.0, 0.0, 0.0], [0.0, 0.0, 0.0], [0.0, 0.0, 0.0], [0.0, 0.0, 0.0], [0.0, -0.2, 0.0], [-0.2, -0.4, 0.1], [0.0, 0.1, 0.1], [0.1, 0.0, 0.0], [0.0, 0.0, -0.1], [0.1, -0.1, 0.0], [-0.2, 0.0, 0.0], [0.0, 0.1, 0.0], [0.0, 0.0, 0.0], [-0.1, -0.1, 0.0]],
  "lowdin_charge": [1.76, 0.00, -0.47, 0.08, -0.20, -0.01, -0.10, -0.12, -0.02, -0.14, 0.03, -0.47, -0.06, -0.19, -0.01, -0.06, -0.05, -0.12, 0.08, -0.22, -0.01, -0.06, -0.05, -0.12, 0.04, 0.11, 0.09, 0.09, 0.11, 0.12, 0.10, 0.11, 0.07, 0.11, 0.10, 0.10, 0.07, -0.24, -0.36, -0.01, -0.12, -0.14, -0.07, -0.12, -0.09, -0.05, -0.15, -0.20, -0.02, -0.11, -0.14, -0.06, -0.12, -0.09, -0.02, -0.31, -0.32, 0.11, 0.09, 0.08, 0.10, 0.14, 0.12, 0.13, 0.11, 0.11, 0.12, 0.10, 0.09, 0.10, 0.08, -0.46, 1.46, -0.37, -0.40, -0.39, -0.36, -0.37, -0.01, -0.53, -0.01]
}

***

(2)
{
  "formula": "C24H42BrN2O9P3",
  "method": "ωB97M-V/def2-TZVPD",
  "lumo_ev": -1.6423,
  "gap_ha": 0.2309,
  "e_above_lowest_ev": 0.000,
  "homo_energy_ev": -7.926,
  "species": ["C", "C", "C", "C", "C", "C", "C", "Br", "C", "N", "C", "P", "C", "O", "C", "N", "C", "H", "H", "H", "H", "H", "H", "H", "H", "H", "H", "H", "H", "O", "P", "O", "C", "C", "O", "C", "C", "O", "C", "C", "H", "H", "H", "H", "H", "H", "H", "H", "H", "H", "H", "H", "H", "H", "H", "O", "P", "O", "C", "C", "O", "C", "C", "O", "C", "C", "H", "H", "H", "H", "H", "H", "H", "H", "H", "H", "H", "H", "H", "H", "H"],
  "xyz": [[3.55804, 3.17866, -1.67607], [3.77300, 1.90804, -2.23002], [2.62598, 1.31227, -3.15244], [1.59496, 0.62785, -2.19017], [2.06729, -0.21655, -1.08733], [1.07635, -0.83884, -0.14493], [-0.33403, -0.59025, -0.35544], [-1.59717, -1.38433, 0.92822], [-0.88288, 0.25740, -1.48332], [-2.26469, 0.40972, -1.53374], [-2.56092, 1.22508, -2.58197], [-4.40224, 1.61540, -2.81749], [-4.61347, 3.21371, -1.80608], [-4.70164, 1.97742, -4.45910], [-1.60522, 1.83259, -3.56144], [-0.26288, 1.64706, -3.47170], [0.11680, 0.85570, -2.39119], [3.44034, 3.32924, -0.54842], [3.52293, 4.10763, -2.31351], [4.73482, 1.35607, -2.02797], [2.11659, 2.21969, -3.60284], [3.01447, 0.64032, -3.96173], [3.15369, -0.40631, -0.90144], [1.36024, -1.49596, 0.71631], [-3.66324, 3.82700, -1.90063], [-5.49210, 3.82233, -2.15353], [-4.74007, 2.99941, -0.71216], [-5.44033, 2.61328, -4.51146], [-1.97735, 2.48822, -4.39186], [-3.71530, -8.45249, -1.46556], [-4.12480, -7.02895, -1.13759], [-4.67550, -6.60747, -2.64033], [-5.97435, -7.06140, -3.01243], [-7.07034, -6.38286, -2.20915], [-2.58377, -6.42710, -1.17424], [-1.43920, -7.26960, -1.07617], [-0.95187, -7.68181, -2.45422], [-4.65186, -5.54152, -0.54064], [-3.90371, -4.32297, -0.64018], [-3.62410, -3.85169, -2.05204], [-6.03067, -8.14860, -2.90074], [-6.10312, -6.82980, -4.07150], [-7.01513, -6.66395, -1.15321], [-8.05640, -6.66744, -2.58197], [-6.97301, -5.29712, -2.25918], [-1.64110, -8.13175, -0.44031], [-0.65462, -6.69367, -0.57885], [-1.76429, -8.05620, -3.08085], [-0.18734, -8.45762, -2.37756], [-0.52710, -6.82390, -2.97929], [-2.98755, -4.40244, -0.05252], [-4.51193, -3.56143, -0.14207], [-3.00181, -4.55065, -2.61412], [-3.09710, -2.89473, -2.02748], [-4.55256, -3.73002, -2.61314], [4.10259, 4.97270, 1.95145], [3.61052, 4.27997, 3.21135], [3.60753, 5.63405, 4.16795], [2.49598, 6.51829, 4.04756], [1.21404, 5.90317, 4.58159], [5.09774, 3.64871, 3.57680], [6.12502, 3.51387, 2.59788], [7.02152, 4.73962, 2.58279], [2.98118, 3.42013, 4.52476], [3.77201, 2.88583, 5.59190], [4.53099, 3.91218, 6.40779], [2.37433, 6.81682, 3.00173], [2.73634, 7.41475, 4.62239], [0.90400, 5.04913, 3.97176], [0.40228, 6.63335, 4.57531], [1.35345, 5.53799, 5.60039], [5.70353, 3.30482, 1.61425], [6.72152, 2.64014, 2.87237], [6.44647, 5.66729, 2.54226], [7.69759, 4.71311, 1.72591], [7.61764, 4.78557, 3.49637], [4.43287, 2.10629, 5.20881], [3.06511, 2.37764, 6.25532], [5.27442, 4.45248, 5.81913], [5.06084, 3.41947, 7.22632], [3.85173, 4.65796, 6.82463]],
  "forces_ev_per_angstrom": [[0.4, -0.6, 0.4], [-0.7, 1.0, -0.3], [1.0, 1.4, 0.0], [0.0, -1.6, 1.7], [-2.6, 0.7, -0.7], [-1.7, 1.3, -1.8], [1.7, 0.3, -0.6], [0.9, 0.6, -1.0], [1.6, -1.3, 1.9], [2.0, 2.2, -3.1], [0.1, 1.0, -1.0], [-1.3, -1.2, 1.0], [1.3, 0.8, -0.4], [0.8, 0.8, 1.2], [1.2, -1.0, 1.3], [-2.5, -0.6, 1.3], [0.7, -0.5, 0.4], [1.9, 0.1, -1.5], [-1.8, -1.2, 0.5], [-1.8, -0.4, 1.0], [0.4, -1.2, 0.3], [-0.6, 0.4, 0.7], [-1.2, 0.3, -0.4], [-0.1, 0.8, -1.0], [-1.2, -0.4, 0.1], [0.8, -0.7, 0.2], [0.0, -0.2, -1.1], [0.5, -0.4, 0.0], [0.3, -0.8, 0.9], [-2.9, -0.5, 3.1], [5.2, 3.8, -5.7], [-0.6, -0.4, 0.5], [-0.3, 0.0, -0.2], [0.0, 0.0, 0.1], [-0.4, 0.0, 0.9], [0.3, -0.2, -0.3], [0.0, 0.0, -0.2], [-1.4, -2.9, 1.3], [0.7, 0.8, 0.4], [0.0, -0.4, -0.4], [0.0, 0.0, 0.0], [0.2, 0.0, 0.0], [-0.1, 0.0, 0.0], [0.1, 0.0, 0.0], [0.0, -0.1, 0.0], [-0.1, 0.0, -0.2], [-0.2, 0.2, 0.0], [0.0, -0.1, 0.2], [0.0, 0.0, 0.0], [0.1, 0.0, 0.1], [0.0, -0.1, -0.2], [-0.2, -0.3, 0.0], [-0.1, 0.0, 0.2], [-0.1, 0.0, 0.2], [0.0, 0.1, 0.1], [-3.9, -1.7, -1.5], [7.2, 2.5, 5.0], [-0.9, 0.1, -0.4], [-0.2, 0.2, 0.1], [0.0, -0.1, 0.0], [-0.7, -0.9, -0.3], [0.4, 0.2, -0.1], [0.0, 0.2, 0.1], [-2.0, -0.1, -2.8], [0.5, -0.8, 0.4], [0.1, 0.5, -0.2], [0.0, 0.0, 0.0], [0.2, -0.1, 0.0], [0.0, 0.0, 0.0], [0.1, 0.0, 0.0], [0.0, 0.1, -0.1], [0.0, 0.2, 0.1], [-0.1, 0.0, 0.2], [-0.1, -0.2, -0.2], [0.0, 0.0, 0.0], [0.0, -0.1, 0.0], [0.0, 0.2, 0.0], [-0.3, 0.2, -0.3], [-0.1, -0.1, 0.0], [-0.2, -0.1, 0.0], [0.0, -0.1, 0.1]],
  "lowdin_charge": [-0.02, -0.18, -0.16, -0.12, -0.01, -0.10, -0.54, 0.66, -0.22, 0.08, -0.39, 0.88, -0.29, -0.36, -0.08, 0.11, -0.14, 0.06, 0.07, 0.10, 0.11, 0.11, 0.11, 0.10, 0.04, 0.04, 0.04, 0.04, 0.11, -0.22, 0.70, -0.23, -0.29, -0.09, -0.27, -0.28, -0.07, -0.25, -0.28, -0.07, 0.11, 0.12, 0.07, 0.08, 0.08, 0.10, 0.12, 0.07, 0.08, 0.07, 0.10, 0.12, 0.07, 0.07, 0.08, -0.22, 0.72, -0.24, -0.29, -0.09, -0.27, -0.28, -0.07, -0.26, -0.27, -0.08, 0.11, 0.12, 0.07, 0.08, 0.08, 0.10, 0.12, 0.07, 0.08, 0.08, 0.11, 0.12, 0.07, 0.08, 0.08]
}

***

Which formula does entry 2 have? C24H42BrN2O9P3

***

Which formula does entry 1 have? C35H26F6LuN7O5Sb